Density functional theory data (ωB97M-V/def2-TZVPD) for an isolated ion of composition C10H17BFO2 and charge -1 in a non-equilibrium geometry.

Values from the calculation:
- HOMO: -2.970 eV
- Largest force on an atom: 10.1 eV/Å
- Gap between HOMO and LUMO: 6.225 eV
- Electronic energy: -666.177155 Ha
- Total charge: -1

```
31
Properties=species:S:1:pos:R:3:nbo_charge:R:1
C 2.87 -1.36 2.60 -0.31
C 3.56 -0.60 1.61 -0.05
C 4.03 0.46 0.40 -0.45
C 2.67 1.18 -0.26 -0.41
C 1.76 0.15 -1.16 -0.43
C 0.35 -0.31 -0.39 0.05
O 0.48 -1.80 -0.39 -0.75
B -0.90 -2.35 -0.50 0.43
O -1.85 -1.40 -1.15 -0.73
C -1.02 -0.19 -1.29 0.08
C -2.05 1.06 -1.07 -0.41
C -2.50 1.33 0.48 -0.45
C -3.72 0.37 1.02 0.04
F -3.23 -0.86 1.74 -0.39
H 2.02 -1.82 3.31 0.29
H 4.73 1.31 0.79 0.23
H 4.54 -0.13 -0.49 0.23
H 2.95 2.10 -0.92 0.20
H 2.05 1.61 0.66 0.21
H 1.45 0.65 -2.19 0.20
H 2.40 -0.84 -1.40 0.24
H 0.29 -0.11 0.78 0.19
H -1.17 -2.57 0.65 -0.17
H -1.00 -3.42 -1.01 -0.15
H -0.76 -0.14 -2.43 0.15
H -3.06 0.92 -1.70 0.20
H -1.59 2.08 -1.49 0.18
H -2.91 2.44 0.54 0.19
H -1.61 1.26 1.24 0.23
H -4.45 -0.01 0.18 0.19
H -4.33 1.01 1.83 0.15
```